# 1
Below is a single C26H23BF5NO2 molecule in a non-equilibrium geometry, with properties calculated with ωB97M-V/def2-TZVPD.

Properties
Kohn-Sham gap = 7.98 eV
Strongest force on any atom = 3.071 eV/A
Total charge = 0
HOMO = -0.340 hartree

Each line ends with the Löwdin charge.
Geometry (Å):
F -3.370 -0.243 -1.242  0.16
F -1.652 -1.548 2.966  0.07
F 0.177 -5.999 -2.185  0.04
F -2.447 -2.111 -2.153  0.13
F -2.791 -2.092 0.130  0.12
O -1.555 2.461 0.703  0.04
O -2.467 0.430 1.154  0.12
N -0.894 0.581 -0.505  0.15
C -1.723 1.148 0.512  -0.40
C -2.388 2.362 3.057  -0.03
C 2.183 -5.104 -3.105  -0.01
C 0.404 -0.373 3.219  -0.01
C 1.184 -5.064 -2.139  -0.23
C -0.003 -1.759 1.254  0.02
C 1.968 -2.989 -1.283  -0.16
C 1.668 -0.040 2.709  -0.05
C -0.902 -0.768 -0.700  0.13
C -1.570 4.468 1.999  -0.03
C 0.168 1.238 -1.177  -0.11
C -0.403 -1.255 2.501  -0.22
C 3.155 -4.092 -3.081  -0.07
C 1.979 2.789 -1.448  -0.06
C 0.717 2.493 -0.916  0.02
C -3.741 3.417 1.298  -0.02
C 2.583 1.894 -2.347  -0.06
C 1.264 -1.433 0.770  -0.14
C 3.063 -3.047 -2.160  -0.04
C 1.522 -1.632 -0.726  -0.17
C 0.347 -1.100 -1.519  -0.09
C 1.076 -4.045 -1.193  0.05
C -2.328 3.169 1.782  -0.55
C 2.120 -0.624 1.517  -0.02
C 1.964 0.672 -2.644  -0.03
C 0.792 0.303 -1.978  -0.09
B -2.538 -1.324 -1.005  -1.01
H 3.829 -2.261 -2.147  0.12
H -0.660 -2.426 0.708  0.13
H -2.935 2.924 3.830  0.10
H 2.366 -0.040 -3.364  0.12
H 3.541 2.131 -2.819  0.11
H 0.064 -1.764 -2.346  0.17
H -1.377 2.155 3.433  0.09
H -4.257 2.455 1.165  0.10
H -2.907 1.416 2.867  0.09
H 2.161 -5.859 -3.893  0.12
H 3.944 -4.094 -3.832  0.11
H -2.089 5.098 2.734  0.10
H 2.375 -0.981 -0.921  0.12
H -4.281 4.013 2.050  0.10
H 0.013 0.051 4.145  0.12
H 3.126 -0.405 1.133  0.12
H -1.486 5.038 1.066  0.09
H 0.217 3.172 -0.241  0.10
H -0.562 4.259 2.380  0.09
H 2.293 0.694 3.234  0.11
H 2.514 3.698 -1.171  0.11
H 0.293 -4.044 -0.441  0.13
H -3.743 3.985 0.358  0.10

Force components x, y, z for each atom (eV/Å):
0.352 -0.251 0.168
1.375 0.105 -0.237
1.020 0.574 0.127
0.300 0.223 0.127
-0.791 -0.118 -0.360
-0.024 -0.450 -0.188
1.334 0.979 -1.276
0.491 -0.401 0.788
-1.997 -0.619 1.519
0.089 -0.499 0.527
-0.025 0.342 0.031
-0.128 -0.056 -0.189
-0.715 -0.318 0.056
-0.041 -0.106 1.001
-0.225 0.381 0.014
-0.134 -0.413 0.067
-0.657 2.400 -1.800
0.335 0.096 -0.207
0.888 0.232 0.277
-0.518 0.092 -0.168
-0.279 -0.248 0.174
-0.304 -0.470 -0.330
0.559 0.219 -0.023
-0.271 -0.021 -0.420
-0.329 -0.299 -0.266
-0.274 0.200 -0.306
-0.151 -0.057 -0.027
2.091 -1.010 1.198
-1.153 1.381 -1.630
0.247 -0.612 -0.545
-0.251 0.094 0.141
0.090 0.283 0.109
-0.131 -0.045 -0.031
0.531 0.296 0.397
0.247 -1.373 0.876
-0.499 -0.192 -0.122
-0.156 0.025 0.222
0.235 -0.030 -0.323
0.344 0.208 0.268
-0.406 -0.010 0.187
-0.006 0.077 0.308
-0.179 -0.022 -0.030
0.066 0.378 -0.057
0.213 0.432 0.415
0.041 0.176 0.401
-0.116 -0.046 0.268
0.064 -0.282 -0.192
-0.116 -0.037 -0.053
0.186 -0.244 -0.197
0.191 -0.084 -0.272
-0.585 0.089 0.129
-0.017 -0.120 0.156
0.188 -0.032 -0.108
-0.195 0.074 -0.095
-0.264 -0.467 -0.187
-0.360 -0.143 -0.101
-0.149 -0.068 -0.368
-0.034 -0.212 0.159

=====

# 2
Below is a molecular structure, C26H23IN7O2Zr in a non-equilibrium geometry, with properties calculated with ωB97M-V/def2-TZVPD.

Properties
ΔE to the lowest compared entry with this formula, charge and spin = 0.000 eV
Kohn-Sham gap = 4.67 eV
Strongest force on any atom = 3.963 eV/A
Total charge = +3
HOMO = -0.535 hartree

Each line ends with the Löwdin charge.
Geometry (Å):
I 2.111 8.286 1.909  0.87
Zr -0.413 -0.090 0.067  1.90
O 0.300 1.328 1.689  -0.11
O -0.104 1.993 -0.482  -0.18
N -0.661 -0.748 -1.809  -0.03
N -0.536 -1.556 -4.099  0.18
N -0.743 -2.512 -6.129  0.22
N 0.086 -1.702 1.517  0.00
N -2.660 -2.431 -4.646  0.22
N -2.314 -0.724 0.857  -0.04
N 1.977 -0.537 -0.048  0.06
C 1.635 -3.250 2.489  0.03
C -3.475 -2.386 2.179  0.03
C -0.977 -2.519 1.810  -0.20
C 2.418 -1.418 0.973  -0.15
C 0.870 3.571 1.051  -0.15
C 1.653 5.238 2.604  -0.10
C 0.255 2.250 0.760  -0.50
C 1.392 -2.091 1.768  -0.16
C -0.796 -3.702 2.518  0.05
C -0.707 -1.186 -2.923  -0.21
C -4.638 -0.383 1.496  0.05
C -1.335 -2.229 -4.942  -0.37
C -4.647 -1.656 2.110  0.04
C -3.477 0.029 0.847  -0.25
C 2.928 -0.018 -0.842  -0.30
C 0.981 4.479 -0.003  0.00
C 2.516 0.771 -2.006  -0.01
C 4.301 -0.210 -0.629  0.02
C 4.724 -1.082 0.327  0.01
C 0.541 -4.006 2.875  0.03
C -3.473 1.205 -0.109  0.01
C 1.376 5.806 0.248  -0.13
C -2.270 -1.904 1.627  -0.16
C 1.212 3.953 2.378  0.00
C 3.783 -1.744 1.141  0.05
C 1.650 6.176 1.536  -0.62
H -5.452 -2.002 2.732  0.14
H 2.991 1.802 -2.011  0.14
H -2.573 1.163 -0.673  0.02
H -3.070 -1.840 -3.925  0.13
H 0.625 4.188 -0.965  0.11
H 1.085 3.308 3.243  0.13
H -3.316 -2.786 -5.348  0.15
H 0.287 -2.326 -6.175  0.16
H 2.015 5.491 3.609  0.12
H -3.451 -3.368 2.707  0.14
H 1.293 6.501 -0.650  0.14
H 2.680 0.289 -2.968  0.10
H -3.676 2.144 0.405  0.12
H -1.684 -4.335 2.741  0.14
H -1.013 -3.307 -6.697  0.14
H -5.476 0.288 1.442  0.14
H 2.672 -3.604 2.735  0.15
H 0.659 -4.907 3.540  0.16
H 5.056 0.362 -1.190  0.15
H 1.423 0.909 -1.852  0.04
H -4.345 0.997 -0.792  0.13
H 5.793 -1.266 0.359  0.14
H 3.993 -2.705 1.628  0.12

Force components x, y, z for each atom (eV/Å):
-0.309 -1.655 -0.170
2.612 2.433 1.720
-1.587 -0.127 -2.904
-0.683 -1.989 1.904
-0.598 -1.190 -2.476
-0.181 0.269 1.125
0.684 -0.406 1.386
0.793 -1.083 -0.430
1.552 0.148 -0.754
-1.459 -1.036 2.055
0.583 -1.396 1.743
0.506 -0.370 0.530
1.903 -1.040 -0.092
1.508 0.222 1.461
1.432 1.154 -0.978
-0.981 -0.669 0.210
0.237 0.386 -0.184
2.698 1.752 1.172
-1.762 -0.291 -1.193
0.480 0.218 -0.494
0.574 0.411 0.114
0.878 -1.155 0.139
-1.195 0.169 -1.465
0.396 1.723 0.310
0.763 -0.858 -0.770
0.448 -0.096 0.199
-0.018 0.790 1.099
-1.450 1.911 0.065
0.042 0.564 0.197
0.170 -0.508 0.380
-1.199 -1.582 1.232
-2.068 -1.210 0.631
-1.040 -0.375 -2.294
-2.922 1.346 -1.089
-0.106 0.146 -0.450
-1.580 -0.473 -1.209
0.920 1.390 1.265
-0.622 -0.049 -0.369
-0.475 -1.282 -0.055
0.713 0.665 -0.731
0.214 -0.435 -0.269
0.056 -0.074 -0.596
0.122 -0.213 -0.381
0.513 0.132 0.273
-1.418 -0.154 0.194
-0.417 0.216 -0.555
-0.193 1.126 -0.400
0.464 -0.691 1.646
0.228 -0.100 0.082
0.343 0.096 -0.173
1.204 0.389 0.046
-0.500 0.272 -0.090
-0.405 -0.093 0.200
-1.344 0.503 -0.200
0.199 0.962 -0.960
-0.666 -0.427 -0.045
0.705 0.325 -0.767
0.967 0.501 0.381
-0.138 -0.249 0.446
0.408 1.057 0.337

=====

# 3
Below is a single C26H23NO7 molecule, with properties calculated with ωB97M-V/def2-TZVPD.

Properties
Kohn-Sham gap = 8.65 eV
Strongest force on any atom = 0.928 eV/A
Total charge = 0
HOMO = -0.317 hartree
SMILES = Cc1ccc(C(=O)Oc2ccc(C(=O)COC(=O)[C@H]3CC(=O)N(Cc4ccco4)C3)cc2)cc1

Each line ends with the Löwdin charge.
Geometry (Å):
O 1.626 4.834 -0.466  0.08
O 4.758 -0.074 0.354  0.02
O 5.396 -3.440 0.739  0.13
O 4.423 0.618 -1.756  0.13
O -2.188 1.581 0.741  0.04
O -0.777 -1.949 -0.167  0.08
O -0.765 -0.192 -1.587  0.11
N 1.143 2.619 -0.240  -0.04
C 3.391 3.134 -0.471  -0.01
C -3.587 -0.067 -1.462  0.00
C 1.968 3.677 -0.396  -0.45
C 1.815 1.343 -0.260  -0.08
C 2.781 -2.044 -1.110  -0.01
C -3.486 -1.918 0.074  -0.01
C -0.292 2.706 -0.302  -0.05
C -0.939 2.070 0.887  -0.25
C 1.412 -1.911 -1.244  0.01
C -4.958 -0.029 -1.323  -0.03
C 5.536 -1.188 -0.070  -0.06
C -2.544 1.032 1.917  -0.12
C -1.539 1.153 2.823  -0.05
C 3.275 1.709 0.069  -0.16
C 4.214 0.718 -0.578  -0.46
C 4.812 -2.485 0.298  -0.32
C -2.837 -1.012 -0.762  -0.14
C -0.490 1.831 2.152  -0.02
C -5.614 -0.927 -0.485  -0.27
C 0.594 -2.097 -0.136  -0.22
C 1.143 -2.495 1.080  0.02
C -1.371 -0.987 -0.912  -0.40
C 2.506 -2.670 1.195  0.00
C 3.340 -2.409 0.110  -0.15
C -7.103 -0.888 -0.350  -0.05
C -4.859 -1.871 0.205  -0.03
H 1.735 0.884 -1.254  0.13
H -5.532 0.709 -1.864  0.12
H 4.087 3.759 0.086  0.13
H 3.411 -1.880 -1.971  0.13
H 1.380 0.662 0.474  0.13
H -7.563 -1.408 -1.191  0.09
H -7.427 -1.374 0.567  0.08
H 3.695 3.122 -1.520  0.14
H 0.986 -1.646 -2.198  0.12
H -0.664 2.203 -1.203  0.13
H -3.521 0.596 1.975  0.12
H 2.941 -2.980 2.133  0.12
H 5.684 -1.137 -1.157  0.14
H -2.911 -2.649 0.620  0.12
H -1.538 0.810 3.837  0.10
H 0.459 2.112 2.560  0.11
H -7.464 0.138 -0.357  0.08
H 6.504 -1.148 0.435  0.14
H 0.487 -2.660 1.921  0.12
H 3.433 1.684 1.149  0.16
H -3.074 0.632 -2.105  0.12
H -0.537 3.773 -0.361  0.14
H -5.357 -2.573 0.858  0.11

Force components x, y, z for each atom (eV/Å):
-0.041 0.384 -0.099
0.172 -0.206 0.440
0.036 -0.034 0.048
0.004 0.036 -0.098
-0.021 0.206 -0.457
-0.075 -0.283 0.089
-0.142 -0.219 0.134
-0.271 -0.398 0.267
0.054 -0.011 0.012
0.212 -0.168 0.033
0.381 0.126 0.093
0.052 -0.349 -0.134
0.062 -0.155 0.219
0.218 0.084 -0.145
-0.346 0.193 -0.196
0.765 0.095 0.518
-0.269 -0.059 -0.084
0.002 -0.055 0.042
0.432 -0.221 -0.302
0.092 -0.208 0.839
-0.509 -0.125 -0.249
0.022 0.024 -0.133
-0.211 0.329 -0.022
0.107 0.517 -0.084
-0.401 -0.107 -0.005
-0.066 0.214 -0.632
0.114 -0.018 0.057
0.590 0.039 0.058
-0.343 0.090 -0.207
0.226 0.453 -0.197
0.185 0.066 -0.198
-0.444 -0.298 0.097
-0.039 -0.032 -0.051
-0.113 0.056 -0.013
0.023 -0.013 0.140
-0.054 0.089 -0.053
-0.055 0.046 -0.029
0.066 0.097 -0.081
0.049 -0.009 -0.086
-0.093 -0.017 -0.018
-0.067 -0.008 0.043
-0.012 0.023 0.001
-0.008 0.021 -0.014
0.019 0.119 0.076
-0.170 -0.049 -0.098
0.030 -0.035 0.106
0.023 -0.055 0.181
0.034 -0.043 0.042
-0.086 -0.100 0.204
0.253 0.083 0.002
-0.074 0.042 0.019
-0.170 -0.039 -0.063
-0.083 0.001 0.095
-0.066 0.024 -0.096
0.044 0.075 -0.038
0.014 -0.157 -0.038
-0.052 -0.059 0.063

=====

# 4
Below is a molecular structure, C26H24Cl5CsN4, with properties calculated with ωB97M-V/def2-TZVPD.

Properties
ΔE to the lowest compared entry with this formula, charge and spin = 0.358 eV
Kohn-Sham gap = 4.01 eV
Strongest force on any atom = 0.344 eV/A
Total charge = -2
HOMO = -0.007 hartree

Each line ends with the Löwdin charge.
Geometry (Å):
Cs 0.810 0.517 0.325  0.81
Cl 5.119 -0.261 5.263  0.60
Cl 0.099 -0.004 7.268  0.59
Cl 4.062 0.725 2.479  0.55
Cl 3.137 -0.619 7.651  0.60
Cl -0.966 0.977 4.483  0.55
N 0.733 1.309 -2.963  0.03
N -4.307 -0.576 0.524  -0.15
N -2.310 0.330 0.278  0.01
N 0.565 2.433 -3.447  0.04
C -3.254 1.188 -0.226  -0.14
C 2.551 -0.069 6.112  -0.72
C 0.321 -2.142 -4.166  -0.08
C -2.969 -0.709 0.714  -0.17
C 0.049 -2.614 2.206  -0.14
C 1.758 -4.231 1.401  -0.13
C 0.346 -1.996 -5.545  -0.12
C 3.429 0.096 5.042  -0.71
C 0.500 -0.727 -6.099  -0.12
C 0.912 5.935 -2.482  -0.16
C -4.498 0.643 -0.090  -0.09
C 0.622 0.383 -5.280  -0.05
C 0.771 0.654 4.684  -0.72
C 1.198 0.210 5.932  -0.72
C 0.599 3.388 -1.137  -0.17
C 0.878 5.855 -1.090  -0.15
C 0.796 4.762 -3.204  -0.10
C 0.673 3.537 -2.536  -0.34
C 0.726 4.620 -0.464  -0.20
C -5.319 -1.551 0.858  -0.04
C 2.918 0.546 3.827  -0.72
C 0.510 -2.676 -0.274  -0.29
C 1.596 0.848 3.600  -0.21
C 0.453 -1.035 -3.339  -0.03
C 0.595 0.231 -3.895  -0.25
C 1.098 -2.866 1.121  -0.63
H 1.903 -2.124 1.281  0.07
H 0.691 4.636 0.626  0.06
H 0.209 -3.120 -3.713  0.10
H 0.441 -1.168 -2.255  0.03
H -0.331 -3.388 -0.406  -0.03
H 0.252 -2.862 -6.191  0.08
H 1.008 -5.025 1.308  0.06
H 2.206 -4.291 2.405  0.05
H 0.810 4.763 -4.291  0.08
H 2.540 -4.428 0.664  0.05
H 0.740 1.378 -5.690  0.09
H 1.020 6.891 -2.983  0.07
H 0.463 -2.677 3.218  0.07
H 0.530 -0.606 -7.176  0.08
H 0.957 6.761 -0.493  0.08
H 1.270 -2.974 -1.026  -0.03
H -5.480 0.990 -0.361  0.10
H -6.300 -1.122 0.666  0.08
H -5.208 -2.454 0.256  0.09
H -0.432 -1.637 2.107  0.02
H -2.969 2.134 -0.657  0.10
H -0.740 -3.374 2.115  0.07
H -2.523 -1.591 1.150  0.12
H -5.260 -1.822 1.913  0.09

Force components x, y, z for each atom (eV/Å):
0.138 0.102 0.055
-0.014 0.001 0.004
0.015 -0.001 -0.011
0.049 0.011 -0.019
-0.011 0.014 -0.036
-0.014 -0.001 0.016
0.018 -0.111 0.157
-0.015 -0.035 -0.022
-0.086 0.134 0.016
-0.025 0.029 -0.158
0.003 -0.059 -0.001
0.006 -0.001 0.009
0.000 -0.015 -0.019
0.049 -0.049 -0.044
-0.126 -0.063 0.024
0.008 -0.012 -0.008
0.001 0.061 0.008
0.038 0.001 -0.029
-0.005 -0.041 0.021
0.000 0.030 0.060
0.002 0.017 0.027
0.014 0.108 -0.045
0.037 0.013 -0.026
-0.046 0.003 0.016
0.017 0.065 -0.170
-0.004 -0.046 -0.012
0.032 -0.145 -0.155
-0.066 0.209 0.265
-0.038 0.096 -0.048
0.012 0.009 -0.016
-0.070 -0.002 0.093
0.007 -0.196 -0.006
0.016 -0.110 0.057
0.025 0.035 0.091
-0.018 -0.067 -0.073
0.034 0.050 -0.015
-0.015 0.008 0.003
0.011 -0.048 0.000
-0.002 0.003 0.011
-0.049 -0.084 -0.059
-0.010 0.023 0.049
0.000 -0.005 -0.001
0.007 0.000 -0.001
-0.012 0.010 -0.015
-0.002 0.050 0.014
-0.010 -0.005 -0.002
-0.003 -0.016 -0.002
-0.001 -0.003 -0.013
0.001 -0.018 -0.008
-0.001 0.005 -0.004
0.008 0.018 -0.021
-0.002 0.013 0.035
0.004 0.004 0.008
-0.004 0.004 0.006
0.002 0.000 -0.009
0.102 -0.009 -0.015
-0.007 -0.003 0.005
-0.006 0.011 0.020
-0.004 0.006 -0.008
0.009 0.004 0.002

=====

Question: The highest Kohn-Sham gap belongs to which entry?
Answer: C26H23NO7

=====

Question: Which of these has the lowest Kohn-Sham gap?
Answer: C26H24Cl5CsN4